Entry 1:
This record from the Open Molecules 2025 dataset describes a cluster of 2 separate species, C7H11N3 in total at a distorted geometry. The level of theory is ωB97M-V/def2-TZVPD.

Computed properties:
* energy: -11903.57706 eV
* energy relative to the best compared isomer or geometry (same formula, charge and spin): 300.19 kJ/mol

Geometry as ORCA input:
```
! RIJCOSX wB97M-V def2-TZVPD def2/J DEFGRID3
* xyz 0 1
C -3.953 -0.835 0.052
C -3.534 0.335 0.674
C 0.486 0.012 0.476
C 1.706 0.280 -0.005
C -0.135 -1.271 0.046
C 2.475 -0.796 -0.806
C 2.342 1.663 0.167
N -4.182 -1.906 -0.272
N -3.134 1.304 -0.046
N -2.664 2.139 -0.623
H -3.916 0.741 1.660
H -0.145 0.625 1.042
H 0.322 -2.184 0.424
H -0.294 -1.416 -1.002
H -1.128 -1.313 0.499
H 3.124 -0.516 -1.698
H 1.891 -1.509 -1.242
H 3.233 -1.158 -0.039
H 2.971 1.830 -0.754
H 2.995 1.518 0.940
H 1.540 2.457 0.506
*
```

=====

Entry 2:
This record from the Open Molecules 2025 dataset describes the molecule C7H11N3 at a distorted geometry. The level of theory is ωB97M-V/def2-TZVPD.

Computed properties:
* energy: -11902.26443 eV
* energy relative to the best compared isomer or geometry (same formula, charge and spin): 426.84 kJ/mol

Geometry as ORCA input:
```
! RIJCOSX wB97M-V def2-TZVPD def2/J DEFGRID3
* xyz 0 1
C -1.252 -0.729 -0.046
C 0.086 -0.492 -0.204
C -2.705 -0.234 0.263
C 1.473 0.269 -0.172
C -3.792 -1.162 0.249
C 2.508 -0.468 -0.979
C 2.992 1.832 0.861
N -2.918 1.036 0.342
N -3.064 2.148 0.199
N 1.702 1.241 0.600
H -1.484 -1.799 -0.488
H 0.403 -1.313 -0.817
H -4.063 -1.541 1.303
H -3.643 -2.098 -0.383
H -4.635 -0.761 -0.210
H 2.136 -1.275 -1.541
H 3.245 -0.755 -0.086
H 2.988 0.267 -1.551
H 3.677 1.089 1.400
H 3.469 1.985 -0.125
H 2.876 2.760 1.384
*
```

=====

Entry 3:
This record from the Open Molecules 2025 dataset describes the molecule C7H11N3 at a distorted geometry. The level of theory is ωB97M-V/def2-TZVPD.

Computed properties:
* energy: -11903.47468 eV
* energy relative to the best compared isomer or geometry (same formula, charge and spin): 310.06 kJ/mol
* SMILES: CCN1C=CN(C)[C@H]2N=C21

Geometry as ORCA input:
```
! RIJCOSX wB97M-V def2-TZVPD def2/J DEFGRID3
* xyz 0 1
C -1.261 0.165 -0.017
C 1.110 0.077 -1.034
C 0.841 1.005 -0.127
C -1.252 -0.365 -1.365
C 0.083 0.378 2.802
C 0.473 -1.799 -2.483
C -0.411 1.498 1.939
N -2.096 -0.841 -0.127
N 0.143 -0.670 -1.643
N -0.473 0.989 0.510
H 2.110 -0.046 -1.492
H 1.587 1.561 0.474
H -1.851 -0.161 -2.219
H -0.350 0.599 3.796
H -0.350 -0.496 2.322
H 1.140 0.243 2.988
H 1.319 -1.576 -3.171
H 0.863 -2.661 -1.949
H -0.371 -2.177 -3.147
H -1.399 1.856 2.169
H 0.144 2.419 1.775
*
```

=====

Entry 4:
This record from the Open Molecules 2025 dataset describes the molecule C7H11N3O2S at a distorted geometry. The level of theory is ωB97M-V/def2-TZVPD.

Computed properties:
* energy: -26829.04421 eV
* energy relative to the best compared isomer or geometry (same formula, charge and spin): 789.64 kJ/mol

Geometry as ORCA input:
```
! RIJCOSX wB97M-V def2-TZVPD def2/J DEFGRID3
* xyz 0 1
C 1.434 -0.869 0.241
C 0.179 -0.489 0.216
C 2.250 1.499 0.299
C -2.001 -0.993 1.180
C -1.608 -1.357 -1.335
C 0.649 3.171 -0.177
C -0.976 -1.445 0.168
N -0.145 0.884 0.038
N 0.962 1.772 0.146
N 2.088 -2.069 -0.047
O 2.673 -2.618 0.857
O 2.065 -2.377 -1.207
S 3.739 1.908 -0.016
H -1.429 -0.768 2.050
H -2.762 -1.768 1.323
H -2.382 -0.084 0.894
H -1.864 -0.353 -1.239
H -2.363 -2.104 -1.411
H -0.867 -1.412 -2.044
H 1.565 3.756 0.098
H 0.724 3.408 -1.311
H -0.267 3.506 0.259
H -0.642 -2.417 0.437
H -1.022 1.219 0.581
*
```